DFT (ωB97M-V with the def2-TZVPD basis set) results for a cluster of 10 separate species, C76H164N8O12 in total in a non-equilibrium geometry.

```
260
C76H164N8O12, DFT ωB97M-V with the def2-TZVPD basis set
C 2.03032 -2.26106 2.82567
C 2.01228 -1.57895 4.22290
C 1.94813 -2.74515 5.24705
C 3.25496 -0.74352 4.36977
C 3.30014 0.32245 5.56038
C 1.97804 1.12549 5.48208
C 0.76937 0.18618 5.45125
C 0.57794 -0.56806 6.78487
C -0.49767 1.08208 5.27222
N 0.87819 -0.65459 4.26280
O -0.23983 -1.51353 4.28083
H 2.20558 -1.51803 2.05604
H 2.78793 -3.05083 2.73786
H 1.05096 -2.85625 2.70658
H 1.06669 -3.34338 5.17988
H 2.78928 -3.47480 5.03706
H 1.96851 -2.56451 6.29128
H 4.10846 -1.51131 4.43814
H 3.33108 -0.22646 3.38374
H 3.51559 -0.12299 6.51100
H 4.04158 1.07580 5.40359
H 2.02467 1.58298 4.50438
H 1.83806 1.80301 6.31832
H 0.04820 -1.55357 6.58261
H 0.04454 0.05715 7.47558
H 1.58737 -0.70573 7.24144
H -0.34797 1.84779 4.51569
H -0.80795 1.55869 6.21189
H -1.33386 0.44675 5.00771
H -0.80180 -1.13167 3.53898
C 4.89255 2.15880 -5.36382
C 6.15851 1.95484 -4.52232
C 6.41398 0.45164 -4.41206
C 7.30739 2.67540 -5.28826
C 7.23422 4.20019 -5.19141
C 7.16524 4.67020 -3.78707
C 6.02853 3.98567 -3.01851
C 6.37227 4.14545 -1.46967
C 4.62004 4.55318 -3.32921
N 6.22866 2.54257 -3.19976
O 5.40813 1.80686 -2.28420
H 4.95721 1.68823 -6.34579
H 4.01442 1.71929 -4.84703
H 4.68124 3.16731 -5.48107
H 5.53265 -0.05526 -4.10010
H 6.74196 0.11765 -5.39111
H 7.18504 0.39323 -3.65650
H 8.23459 2.39554 -4.83530
H 7.32134 2.33769 -6.30328
H 8.10701 4.51928 -5.79797
H 6.39158 4.50381 -5.79091
H 7.16303 5.77654 -3.84779
H 8.12070 4.40177 -3.23193
H 6.24356 5.18704 -1.18684
H 7.35671 3.79901 -1.23174
H 5.72386 3.57403 -0.86851
H 4.44862 5.38999 -2.66728
H 3.82383 3.74282 -3.07891
H 4.43553 4.88097 -4.33956
H 4.44845 1.98233 -2.37503
C 0.75001 3.56508 -1.29214
C 0.68262 2.15299 -1.85180
C 0.00468 2.17148 -3.21912
C 2.09615 1.57327 -2.01888
C 2.82897 1.39468 -0.65969
C 2.03591 0.40279 0.17143
C 0.48386 0.80515 0.29468
C -0.30066 -0.47225 0.71456
C 0.31519 1.85427 1.42996
N -0.04021 1.14428 -0.96825
O -1.37079 1.67041 -0.72796
H 1.21264 3.64060 -0.30284
H 1.20733 4.16779 -2.03534
H -0.25147 3.93599 -1.04039
H -1.10422 2.42710 -3.02996
H 0.42348 2.95220 -3.84645
H -0.02364 1.21126 -3.72724
H 1.87496 0.70582 -2.63666
H 2.55832 2.29802 -2.73430
H 3.91054 1.05496 -0.81716
H 2.86612 2.39451 -0.22357
H 2.43576 0.42616 1.19238
H 2.07104 -0.59590 -0.29698
H 0.03888 -1.35972 0.23270
H -1.38982 -0.40460 0.56357
H -0.15176 -0.56072 1.81969
H -0.52122 2.52190 1.20980
H 1.20063 2.48655 1.52055
H 0.10670 1.32989 2.36512
H -1.95115 1.08656 -1.24533
C -1.44621 -3.97030 0.60175
C -2.27837 -5.22824 0.69459
C -2.74483 -5.66906 -0.67834
C -1.35794 -6.34676 1.26299
C -1.03693 -6.11179 2.75051
C -2.29602 -6.11459 3.55018
C -3.28439 -5.03013 3.15579
C -4.64545 -5.35182 3.83730
C -2.80170 -3.62306 3.58750
N -3.47062 -5.16081 1.65517
O -4.37641 -4.17312 1.25602
H -0.69367 -4.05927 -0.19052
H -2.10051 -3.19924 0.13533
H -0.91769 -3.62315 1.55017
H -1.82355 -5.81216 -1.37523
H -3.40036 -6.50595 -0.64276
H -3.31271 -4.77857 -0.95375
H -1.77201 -7.32890 1.03336
H -0.44198 -6.24206 0.76986
H -0.44931 -6.96334 3.05913
H -0.50682 -5.17774 2.88767
H -2.02147 -6.00824 4.61002
H -2.81441 -7.04699 3.49543
H -5.45241 -4.78126 3.44123
H -4.59500 -5.01182 4.84555
H -4.84601 -6.40722 3.68333
H -3.07121 -3.54730 4.60734
H -3.34069 -2.87765 3.02014
H -1.76105 -3.39170 3.41697
H -5.15541 -4.58973 0.90042
C -2.34371 4.99218 4.12918
C -1.28686 6.05897 4.35365
C -1.51349 6.78503 5.68219
C 0.10027 5.49591 4.36177
C 0.61669 5.06143 2.94412
C 0.60654 6.30765 2.01151
C -0.78726 6.95324 1.94350
C -0.58776 8.36778 1.36600
C -1.66831 6.18828 0.91071
N -1.37794 7.06278 3.24892
O -2.67292 7.53257 3.18689
H -3.32019 5.51754 4.05081
H -2.24809 4.42185 3.19762
H -2.45906 4.27612 4.94380
H -0.83879 7.60197 5.78426
H -2.54398 7.05232 5.89090
H -1.35168 6.24671 6.69424
H 0.84030 6.23704 4.70780
H 0.22131 4.63679 5.09139
H 1.65816 4.73777 3.01554
H -0.00476 4.34198 2.45033
H 0.88494 6.04391 0.97041
H 1.34338 7.03992 2.29792
H -0.10854 8.24902 0.41600
H 0.05324 8.98094 2.03208
H -1.55183 8.82966 1.25044
H -1.22186 6.37218 -0.04459
H -2.71655 6.59583 0.88447
H -1.64889 5.12468 1.20970
H -2.70064 8.38037 3.63988
C -6.07694 2.45151 2.88437
C -5.22774 2.34882 1.56937
C -5.35990 3.73551 0.87795
C -3.73044 2.10684 1.86233
C -3.40818 0.60559 2.05260
C -4.05108 -0.22268 0.93977
C -5.56053 -0.14873 0.88467
C -6.14178 -0.95391 -0.21951
C -6.23452 -0.56159 2.20568
N -5.75143 1.32621 0.57306
O -7.04399 1.57844 0.10980
H -6.06001 3.47674 3.29728
H -7.08373 2.15872 2.63948
H -5.82169 1.74418 3.61060
H -4.90327 3.62947 -0.12168
H -6.45345 3.91238 0.89906
H -4.72854 4.48130 1.42454
H -3.07756 2.46653 1.02249
H -3.37657 2.64901 2.72088
H -2.29024 0.39008 1.94840
H -3.81093 0.40940 3.04175
H -3.62079 -1.26238 0.97580
H -3.64697 0.16670 -0.00348
H -5.95253 -2.04415 -0.10186
H -5.87321 -0.66000 -1.22547
H -7.25304 -0.84135 -0.20117
H -5.61923 -0.24118 3.02428
H -6.20126 -1.64806 2.35326
H -7.20621 -0.10750 2.25769
H -7.67104 1.23266 0.75927
C 3.98632 -3.62098 0.29127
C 4.58737 -4.35052 -0.89038
C 6.11701 -4.45160 -0.76921
C 4.16941 -5.82797 -1.05283
C 2.70819 -5.85345 -1.44266
C 2.53883 -5.24324 -2.81467
C 2.90119 -3.75316 -2.80749
C 3.13816 -3.25788 -4.25210
C 1.80115 -2.87008 -2.19577
N 4.19427 -3.64961 -2.13689
O 4.53919 -2.29728 -1.94329
H 4.45705 -2.63326 0.37490
H 2.90429 -3.50767 0.42545
H 4.23548 -4.10121 1.28979
H 6.37664 -4.98107 0.14337
H 6.51078 -4.97131 -1.70394
H 6.58631 -3.52323 -0.58901
H 4.69482 -6.15497 -1.96839
H 4.51683 -6.47039 -0.15674
H 2.37498 -6.87107 -1.50564
H 2.14659 -5.45716 -0.62888
H 1.55421 -5.43795 -3.29079
H 3.33245 -5.65352 -3.48368
H 2.20106 -3.33359 -4.78879
H 3.88503 -3.95129 -4.72096
H 3.41716 -2.22220 -4.33480
H 1.03424 -2.77696 -2.94746
H 2.28122 -1.93001 -1.92695
H 1.36517 -3.27104 -1.30595
H 5.18783 -2.07865 -2.59910
C -1.64415 -1.64602 -2.94158
C -2.53689 -2.07588 -4.14044
C -2.56426 -0.85459 -5.09821
C -1.81651 -3.19375 -4.89812
C -2.82028 -3.93626 -5.74051
C -4.05097 -4.34467 -4.95435
C -4.80514 -3.13657 -4.36793
C -5.50752 -2.27336 -5.39862
C -5.78686 -3.71156 -3.30475
N -3.76553 -2.45328 -3.57135
O -4.30821 -1.34540 -2.87662
H -1.73805 -2.49394 -2.26384
H -0.60202 -1.46987 -3.21793
H -1.95143 -0.68672 -2.53524
H -2.90600 -1.16173 -6.11208
H -3.19940 -0.10480 -4.69314
H -1.55319 -0.35935 -5.08498
H -1.00542 -2.69543 -5.44978
H -1.44915 -3.93931 -4.16822
H -3.11623 -3.27751 -6.58926
H -2.38214 -4.80861 -6.17142
H -3.74375 -4.99792 -4.09351
H -4.73963 -4.87424 -5.66998
H -4.79446 -2.17539 -6.26478
H -5.86662 -1.33895 -5.03480
H -6.42738 -2.69986 -5.88853
H -5.19565 -4.10051 -2.50127
H -6.38965 -4.48172 -3.75109
H -6.50375 -2.97674 -2.94783
H -4.13542 -1.50347 -1.88841
O 6.41115 -0.86846 2.29042
C 7.51511 -0.46759 1.54450
C 7.14851 0.33733 0.37955
O 6.29184 1.44691 0.70638
H 5.61766 -0.40842 2.14528
H 8.21371 0.11284 2.13634
H 7.99713 -1.41561 1.26937
H 6.63216 -0.27317 -0.34218
H 8.06495 0.69823 -0.07066
H 6.12490 1.92445 -0.05703
O -6.46672 0.21126 -3.56268
C -5.85124 1.47200 -3.80883
C -5.60106 2.22918 -2.56188
O -4.50581 1.66450 -1.93432
H -5.80916 -0.51063 -3.35118
H -4.83617 1.30864 -4.23764
H -6.42815 2.10151 -4.56536
H -6.48636 2.11904 -1.96457
H -5.44907 3.27819 -2.80648
H -4.82930 1.50997 -1.00765
```

Values from the calculation:
Electronic energy (eV): -117950.17563
SMILES: CC1(C)CCCC(C)(C)N1O.CC1(C)CCCC(C)(C)N1O.CC1(C)CCCC(C)(C)N1O.CC1(C)CCCC(C)(C)N1O.CC1(C)CCCC(C)(C)N1O.CC1(C)CCCC(C)(C)N1O.CC1(C)CCCC(C)(C)N1O.CC1(C)CCCC(C)(C)N1O.OCCO.OCCO
Net charge: 0
M (g/mol): 1382.19
ΔE to the lowest compared entry with this formula, charge and spin (kcal/mol): 9.0